No. 1
ORCA calculation (ωB97M-V/def2-TZVPD) on a 4-piece molecular cluster, H8O4 overall.

Molar mass   72.06 u
Structure (SMILES)   O.O.O.O
Lowest unoccupied orbital energy   0.5 eV
HOMO-LUMO gap   10.85 eV

Each line ends with the Mulliken charge.
Cartesian coordinates (Å):
O -2.27 0.07 -0.97  -0.6459
H -2.78 0.41 -1.71  0.2956
H -2.63 -0.77 -0.75  0.2994
O 1.10 -1.45 -0.50  -0.6564
H 1.17 -0.80 0.21  0.3486
H 1.52 -1.03 -1.25  0.3281
O 1.47 -0.06 1.62  -0.6862
H 0.74 -0.25 2.26  0.3288
H 2.32 0.00 2.09  0.2930
O -0.10 1.65 -0.42  -0.6321
H 0.26 1.10 0.22  0.2943
H -0.81 1.13 -0.78  0.4328

---

No. 2
ORCA calculation (ωB97M-V/def2-TZVPD) on C4H4CoLiO5 as an isolated structure.

Multiplicity   5
Molar mass   197.95 u
Net charge   +2
Lowest unoccupied orbital energy (alpha / beta)   -8.7 / -10.9 eV
HOMO-LUMO gap (alpha / beta)   9.19 / 7.41 eV

Each line ends with the Mulliken charge.
Cartesian coordinates (Å):
O 3.13 1.60 -0.89  -0.4433
C 3.46 0.97 0.11  0.7214
O 2.75 0.09 0.66  -0.6422
Li 2.01 -0.47 2.28  0.9591
Co 1.22 0.75 -0.72  0.8297
C -0.50 -0.37 -1.77  -0.8483
C -1.39 0.49 -1.27  -0.0314
H 0.05 -1.23 -2.16  0.6320
H -1.60 1.47 -1.72  0.4714
O -2.31 -0.41 1.96  -0.3408
C -1.52 -0.20 0.98  0.8986
O -0.45 -0.83 0.78  -0.6466
O -2.06 0.42 -0.02  -0.2673
H -1.87 -0.82 2.72  0.3909
H -0.91 -1.47 -0.94  0.3166

---

No. 3
ORCA calculation (ωB97M-V/def2-TZVPD) on the molecule C6H7NO2.

Molar mass   125.13 u
Structure (SMILES)   CC(=O)Nc1ccco1
Lowest unoccupied orbital energy   0.7 eV
HOMO-LUMO gap   9.44 eV

Each line ends with the Mulliken charge.
Cartesian coordinates (Å):
C -3.08 0.07 -0.18  -1.1414
C -1.62 -0.30 0.22  0.6165
C 0.72 0.17 -0.10  0.4358
C 1.73 0.93 0.50  -0.6423
C 2.92 0.13 0.41  -0.0712
C 2.50 -1.02 -0.20  -0.1775
H -3.32 -0.11 -1.12  0.3849
H -3.69 -0.59 0.44  0.2941
H -3.26 1.24 -0.06  0.3046
H -1.13 1.18 -0.90  0.2989
H 1.69 1.96 0.97  0.3265
H 4.15 0.28 0.68  0.2200
H 3.24 -2.00 -0.66  0.2448
N -0.62 0.39 -0.39  -0.2065
O -1.44 -1.32 0.98  -0.6316
O 1.21 -1.01 -0.59  -0.2553

---

No. 4
ORCA calculation (ωB97M-V/def2-TZVPD) on a 2-piece molecular cluster, C6H10O overall.

Molar mass   98.14 u
Lowest unoccupied orbital energy   0.6 eV
HOMO-LUMO gap   8.08 eV

Each line ends with the Mulliken charge.
Cartesian coordinates (Å):
O 2.65 -0.17 2.06  -0.4753
C 2.65 -0.41 0.86  -0.0394
C 1.45 -0.25 -0.04  -0.4361
C 0.17 0.18 0.67  -0.4826
C -1.00 0.39 -0.25  0.5787
C -1.90 -0.58 -0.95  -0.4737
C -2.42 0.55 -0.13  -1.0444
H 3.57 -0.78 0.35  0.3300
H 1.71 0.48 -0.83  0.3211
H 1.30 -1.20 -0.58  0.2930
H 0.35 1.08 1.27  0.3315
H -0.15 -0.60 1.38  0.2887
H -0.30 1.36 -1.24  0.1057
H -2.01 -0.59 -2.04  0.1999
H -1.81 -1.59 -0.52  0.2139
H -1.26 1.48 -0.80  0.0343
H -2.98 0.65 0.79  0.2545

---

Summary of relative energy (zero: lowest compared OMol25 entry of this formula, charge and spin) in kcal per mole
24.6; 76.9; 59.7; 145.5
(order as listed above)
Summary of energy in eV
-8319.611; -52259.606; -11917.842; -8424.930
(order as listed above)
Summary of maximum force in eV Å⁻¹
2.755; 5.860; 6.064; 1.418
(order as listed above)